# 1
A 3-piece molecular cluster, C4H15NO2S overall in a non-equilibrium geometry, computed with ωB97M-V with the def2-TZVPD basis set.

Last column: natural (NBO) charge in e.
CARTESIAN COORDINATES (ANGSTROEM)
S (-0.078, -2.583, 1.687)  -0.0177
O (1.689, 3.332, 0.607)  -0.9418
O (0.819, -2.806, -1.911)  -0.9270
N (-0.512, 1.639, 0.817)  -0.8629
C (-1.287, -1.409, 1.167)  -0.5387
C (-1.073, -0.664, -0.191)  -0.4086
C (-0.021, 0.447, 0.027)  -0.0584
C (0.589, 0.892, -1.267)  -0.6513
H (1.532, -2.635, -1.450)  0.4621
H (-1.382, -0.667, 1.869)  0.1939
H (2.374, 2.749, 0.687)  0.4699
H (-2.289, -1.754, 1.025)  0.2116
H (-0.735, -1.299, -0.984)  0.2308
H (-2.142, -0.314, -0.481)  0.2045
H (0.881, 0.027, 0.612)  0.1731
H (1.244, 0.125, -1.683)  0.2065
H (1.140, 1.886, -0.976)  0.2401
H (-0.856, -3.031, 2.662)  0.1228
H (-1.381, 1.522, 1.174)  0.3525
H (-0.113, 0.925, -2.188)  0.2063
H (0.725, -2.261, -2.685)  0.4722
H (-0.367, 2.382, 0.092)  0.3771
H (1.243, 3.496, 1.388)  0.4830

Properties
Energy relative to the best compared isomer or geometry (same formula, charge and spin) = 52.0 kcal per mole
Gap between HOMO and LUMO = 9.57 eV
DFT total energy = -764.7394 hartree
Spin multiplicity = 1

***

# 2
A 3-piece molecular cluster, C4H15NO3 overall in a non-equilibrium geometry, computed with ωB97M-V with the def2-TZVPD basis set.

Last column: natural (NBO) charge in e.
CARTESIAN COORDINATES (ANGSTROEM)
O (0.803, -1.035, 1.489)  -0.7336
O (1.440, 2.495, -0.566)  -0.9568
O (2.278, 1.326, 2.300)  -0.9915
N (-1.113, 0.295, -0.494)  -0.6849
C (-2.334, 1.036, -0.609)  -0.4208
C (0.173, -1.819, -0.791)  -0.4436
C (1.255, -1.292, 0.144)  -0.0949
C (-1.213, -1.156, -0.622)  -0.2041
H (0.950, 3.196, -0.125)  0.4693
H (2.070, 2.026, 1.677)  0.4846
H (2.110, -1.978, 0.109)  0.1773
H (1.708, -0.394, -0.280)  0.1886
H (-2.336, 1.603, -1.582)  0.1859
H (0.004, -2.868, -0.488)  0.2054
H (-3.230, 0.409, -0.845)  0.1903
H (-2.514, 1.655, 0.282)  0.2016
H (0.795, 1.831, -0.844)  0.4850
H (0.560, -1.500, -1.791)  0.2279
H (0.842, -1.972, 1.753)  0.4769
H (-0.511, 0.530, 0.320)  0.3768
H (1.829, 0.476, 2.178)  0.4962
H (-1.724, -1.497, 0.280)  0.1689
H (-1.842, -1.367, -1.494)  0.1955

Properties
Energy relative to the best compared isomer or geometry (same formula, charge and spin) = 34.5 kcal per mole
Gap between HOMO and LUMO = 9.37 eV
DFT total energy = -441.8269 hartree
Spin multiplicity = 1

***

# 3
A 4-piece molecular cluster, C4H15NO3 overall in a non-equilibrium geometry, computed with ωB97M-V with the def2-TZVPD basis set.

Last column: natural (NBO) charge in e.
CARTESIAN COORDINATES (ANGSTROEM)
O (1.746, 1.110, -2.101)  -0.9972
O (-1.914, 3.065, -0.566)  -0.9289
O (4.305, -0.752, -3.041)  -0.9731
N (1.091, -0.213, 2.895)  -0.8466
C (-1.666, -0.582, 0.575)  -0.1896
C (-0.588, -1.021, 1.210)  -0.1993
C (-0.311, -0.621, 2.641)  -0.2443
C (-2.114, -1.091, -0.758)  -0.6492
H (-0.949, 0.213, 2.931)  0.1858
H (-1.986, -0.353, -1.563)  0.2131
H (1.446, 0.493, 2.263)  0.3589
H (-0.425, -1.484, 3.291)  0.1982
H (-2.799, 2.847, -0.873)  0.4656
H (4.492, -0.557, -3.957)  0.4761
H (-1.829, 2.466, 0.187)  0.4648
H (1.879, 1.887, -1.559)  0.4990
H (3.822, -0.076, -2.559)  0.4951
H (1.687, -1.022, 2.981)  0.3589
H (1.053, 0.466, -1.985)  0.5006
H (0.115, -1.719, 0.833)  0.1948
H (-2.284, 0.186, 1.019)  0.1817
H (-1.580, -1.968, -1.121)  0.2175
H (-3.191, -1.274, -0.743)  0.2182

Properties
Energy relative to the best compared isomer or geometry (same formula, charge and spin) = 34.7 kcal per mole
Gap between HOMO and LUMO = 9.62 eV
DFT total energy = -441.8266 hartree
Spin multiplicity = 1

***

# 4
A 3-piece molecular cluster, C4H15NO3 overall in a non-equilibrium geometry, computed with ωB97M-V with the def2-TZVPD basis set.

Last column: natural (NBO) charge in e.
CARTESIAN COORDINATES (ANGSTROEM)
O (1.549, 2.408, -1.137)  -0.9237
O (0.553, 0.775, 1.169)  -0.7284
O (2.388, -2.278, -1.266)  -0.9261
N (-2.237, 1.501, -0.894)  -0.8334
C (0.256, -1.670, 2.044)  -0.6582
C (-1.593, 0.176, -0.944)  -0.2376
C (0.063, -0.552, 0.984)  0.1237
C (-1.448, -0.492, 0.374)  -0.4437
H (1.058, 2.577, -1.884)  0.4541
H (1.352, -1.886, 2.330)  0.2183
H (-0.239, -1.413, 2.973)  0.2085
H (0.689, -0.817, 0.167)  0.1551
H (-0.058, -2.658, 1.893)  0.2311
H (2.913, -1.651, -1.680)  0.4651
H (-1.868, -1.537, 0.298)  0.2195
H (0.840, 2.394, -0.519)  0.4700
H (-2.745, 1.626, -0.001)  0.3411
H (-2.995, 1.594, -1.462)  0.3552
H (-0.027, 1.376, 1.638)  0.4714
H (-2.100, -0.639, -1.659)  0.1815
H (-0.611, 0.394, -1.337)  0.1987
H (-2.227, -0.092, 1.090)  0.1967
H (2.086, -1.789, -0.467)  0.4612

Properties
Energy relative to the best compared isomer or geometry (same formula, charge and spin) = 49.3 kcal per mole
Gap between HOMO and LUMO = 10.48 eV
DFT total energy = -441.8034 hartree
Spin multiplicity = 1

***

# 5
A 4-piece molecular cluster, C4H15NO3 overall in a non-equilibrium geometry, computed with ωB97M-V with the def2-TZVPD basis set.

Last column: natural (NBO) charge in e.
CARTESIAN COORDINATES (ANGSTROEM)
O (3.907, -0.419, 0.009)  -0.9518
O (-1.600, 2.652, -2.557)  -0.9350
O (2.234, -0.697, 2.553)  -0.9366
N (-0.316, 0.791, -0.382)  -0.6552
C (-1.571, 0.887, 0.343)  -0.2256
C (-1.215, -1.465, -0.269)  -0.4231
C (-0.073, -0.599, -0.859)  -0.2252
C (-1.956, -0.560, 0.710)  -0.4160
H (3.983, 0.237, 0.705)  0.4776
H (-1.615, -0.777, 1.727)  0.1977
H (0.465, 1.168, 0.130)  0.3668
H (0.943, -0.940, -0.691)  0.2072
H (-0.875, -2.400, 0.154)  0.2122
H (3.816, 0.038, -0.834)  0.4753
H (2.955, -1.319, 2.391)  0.4718
H (-1.437, 1.427, 1.281)  0.1921
H (-2.354, 1.366, -0.227)  0.1911
H (-0.253, -0.464, -1.928)  0.1689
H (-1.634, 1.815, -3.039)  0.4608
H (-3.022, -0.794, 0.720)  0.2099
H (2.091, -0.845, 3.498)  0.4656
H (-0.668, 2.647, -2.302)  0.4741
H (-1.808, -1.749, -1.133)  0.1975

Properties
Energy relative to the best compared isomer or geometry (same formula, charge and spin) = 21.0 kcal per mole
Gap between HOMO and LUMO = 8.91 eV
DFT total energy = -441.8485 hartree
Spin multiplicity = 1

***

# 6
A 3-piece molecular cluster, C4H15NO3 overall in a non-equilibrium geometry, computed with ωB97M-V with the def2-TZVPD basis set.

Last column: natural (NBO) charge in e.
CARTESIAN COORDINATES (ANGSTROEM)
O (0.093, -2.537, -1.354)  -0.9340
O (3.499, -1.018, 0.596)  -0.9455
O (-2.248, 0.258, 2.569)  -0.7299
N (0.094, -0.557, 0.992)  -0.8939
C (-2.073, 0.690, 1.200)  -0.0577
C (0.662, 1.023, -1.764)  -0.6115
C (-0.604, 0.885, -0.935)  -0.4083
C (-0.547, 0.683, 0.653)  -0.0570
H (0.918, 2.043, -2.077)  0.2150
H (-2.425, 1.694, 1.136)  0.1613
H (1.057, -2.378, -1.456)  0.4698
H (-1.248, 0.130, -1.322)  0.1981
H (-1.090, 1.881, -1.098)  0.2024
H (-1.378, 0.468, 3.110)  0.4722
H (2.568, -1.161, 0.916)  0.4723
H (0.669, -0.978, 0.270)  0.3655
H (-0.562, -1.333, 1.357)  0.3895
H (1.365, 0.627, -1.149)  0.2062
H (0.577, 0.442, -2.699)  0.1993
H (-0.086, 1.509, 1.218)  0.1708
H (-0.263, -1.962, -2.093)  0.4706
H (-2.826, 0.111, 0.565)  0.1744
H (3.848, -0.521, 1.365)  0.4701

Properties
Energy relative to the best compared isomer or geometry (same formula, charge and spin) = 41.0 kcal per mole
Gap between HOMO and LUMO = 9.75 eV
DFT total energy = -441.8166 hartree
Spin multiplicity = 1

***

# 7
A 4-piece molecular cluster, C4H15NO3 overall in a non-equilibrium geometry, computed with ωB97M-V with the def2-TZVPD basis set.

Last column: natural (NBO) charge in e.
CARTESIAN COORDINATES (ANGSTROEM)
O (-3.077, -0.865, -0.610)  -1.0038
O (3.783, -1.001, 0.195)  -0.9566
O (-0.781, -2.473, -0.797)  -0.9665
N (0.596, -0.434, 0.607)  -0.8765
C (0.514, 0.619, -1.793)  -0.6652
C (0.205, 0.663, -0.287)  0.1850
C (-0.783, 1.491, 0.198)  -0.2699
C (-1.250, 1.794, 1.683)  -0.6476
H (-2.323, 1.933, 1.622)  0.2262
H (1.590, -0.590, 0.742)  0.3946
H (4.618, -0.533, 0.442)  0.4817
H (0.279, -0.108, 1.572)  0.3737
H (0.077, -0.291, -2.359)  0.2422
H (-0.087, -1.861, -0.497)  0.4975
H (-2.755, 0.064, -0.519)  0.4766
H (-1.125, 2.162, -0.477)  0.1875
H (0.075, 1.572, -2.207)  0.2250
H (-2.400, -1.591, -0.411)  0.5044
H (-0.755, 2.763, 2.027)  0.2205
H (1.607, 0.678, -2.023)  0.2233
H (-1.030, 1.045, 2.440)  0.2010
H (-0.871, -3.097, -0.055)  0.4667
H (3.892, -1.942, 0.507)  0.4800

Properties
Energy relative to the best compared isomer or geometry (same formula, charge and spin) = 32.7 kcal per mole
Gap between HOMO and LUMO = 8.81 eV
DFT total energy = -441.8298 hartree
Spin multiplicity = 1

***

# 8
A 3-piece molecular cluster, C4H15NO3 overall in a non-equilibrium geometry, computed with ωB97M-V with the def2-TZVPD basis set.

Last column: natural (NBO) charge in e.
CARTESIAN COORDINATES (ANGSTROEM)
O (-0.653, 3.842, -0.859)  -0.9239
O (-0.871, -1.168, -2.489)  -0.9445
O (-0.869, -2.079, 1.302)  -0.7409
N (1.284, -1.380, -0.027)  -0.8895
C (-1.092, -0.778, 1.700)  -0.0609
C (-0.463, 0.148, 0.635)  -0.4227
C (1.088, -0.003, 0.485)  -0.0445
C (1.752, 0.926, -0.383)  -0.6903
H (-0.937, 0.076, -0.280)  0.2085
H (-0.504, 1.274, 0.814)  0.2033
H (2.217, 1.793, 0.145)  0.2336
H (-1.311, -1.323, -1.592)  0.4633
H (0.808, -2.241, 0.396)  0.4113
H (0.983, 1.701, -0.812)  0.2273
H (-0.641, 3.777, 0.142)  0.4779
H (2.255, -1.476, -0.097)  0.3508
H (2.123, 0.628, -1.421)  0.2547
H (-0.870, -2.722, 1.985)  0.4842
H (0.042, -1.260, -2.212)  0.4786
H (-0.829, -0.487, 2.749)  0.1774
H (0.092, 3.920, -1.225)  0.4508
H (-2.317, -0.678, 1.665)  0.1540
H (1.337, 0.171, 1.669)  0.1415

Properties
Energy relative to the best compared isomer or geometry (same formula, charge and spin) = 79.8 kcal per mole
Gap between HOMO and LUMO = 9.58 eV
DFT total energy = -441.7547 hartree
Spin multiplicity = 1

***

# 9
A 4-piece molecular cluster, C4H15NO3 overall in a non-equilibrium geometry, computed with ωB97M-V with the def2-TZVPD basis set.

Last column: natural (NBO) charge in e.
CARTESIAN COORDINATES (ANGSTROEM)
O (0.834, 0.987, 1.730)  -1.1087
O (-0.737, -1.688, -1.964)  -0.6491
O (-0.330, 2.894, 0.461)  -0.9986
N (2.941, 0.425, -0.205)  -0.8417
C (-1.889, -1.265, -1.195)  -0.1723
C (1.967, 0.413, -1.307)  -0.4034
C (-1.668, -1.594, 0.233)  0.2452
C (-1.299, -0.631, 1.187)  -0.7678
H (-2.155, -2.499, 0.587)  0.2044
H (1.638, 1.440, -1.444)  0.2091
H (-2.724, -1.782, -1.655)  0.2137
H (2.444, 0.079, -2.217)  0.1825
H (-0.037, -1.827, -1.315)  0.4720
H (1.073, -0.171, -1.060)  0.1191
H (0.956, 0.978, 2.688)  0.4371
H (-2.006, -0.604, 2.020)  0.2968
H (-2.047, -0.189, -1.275)  0.2041
H (-1.146, 0.358, 0.753)  0.2970
H (-0.266, -0.899, 1.602)  0.3881
H (2.366, 0.529, 0.639)  0.4019
H (-0.115, 2.190, 1.137)  0.5036
H (3.309, -0.523, -0.147)  0.3182
H (-1.107, 3.380, 0.748)  0.4486

Properties
Energy relative to the best compared isomer or geometry (same formula, charge and spin) = 143.7 kcal per mole
Gap between HOMO and LUMO = 4.77 eV
DFT total energy = -441.6528 hartree
Spin multiplicity = 1

***

# 10
A 3-piece molecular cluster, C4H15NO3S2 overall in a non-equilibrium geometry, computed with ωB97M-V with the def2-TZVPD basis set.

Last column: natural (NBO) charge in e.
CARTESIAN COORDINATES (ANGSTROEM)
S (1.497, -1.873, -0.619)  0.0269
S (-0.045, -2.768, 0.641)  0.0729
O (0.632, 0.809, 1.132)  -0.7587
O (2.672, 2.315, 0.299)  -0.9763
O (0.206, 2.401, -1.730)  -0.9309
N (-1.562, -0.080, 2.597)  -0.8377
C (-0.660, 0.834, 0.519)  -0.1003
C (-1.524, -1.624, 0.504)  -0.5060
C (1.086, -1.868, -2.400)  -0.7156
C (-1.570, -0.204, 1.127)  -0.1010
H (-2.234, -0.722, 3.034)  0.3621
H (-2.235, -2.269, 0.906)  0.2204
H (1.751, 1.980, 0.504)  0.4881
H (0.344, -0.980, -2.570)  0.2189
H (-0.767, 1.940, 0.885)  0.2202
H (0.063, 3.188, -2.026)  0.4571
H (-0.555, 0.750, -0.551)  0.2048
H (1.053, 0.067, 0.735)  0.4767
H (-2.657, 0.146, 0.884)  0.2031
H (-1.647, -1.480, -0.529)  0.2148
H (0.491, -2.721, -2.623)  0.2301
H (3.250, 1.793, 0.676)  0.4555
H (1.932, -1.730, -2.910)  0.2250
H (1.017, 2.394, -1.312)  0.4771
H (-0.538, -0.297, 2.830)  0.3728

Properties
Energy relative to the best compared isomer or geometry (same formula, charge and spin) = 48.0 kcal per mole
Gap between HOMO and LUMO = 9.20 eV
DFT total energy = -1238.1645 hartree
Spin multiplicity = 1